{"formula": "C19H29CdCl2F3O22S", "method": "ωB97M-V/def2-TZVPD", "species": ["Cd", "S", "O", "O", "O", "O", "C", "O", "C", "O", "O", "C", "H", "H", "H", "H", "H", "H", "C", "O", "C", "O", "O", "C", "H", "H", "H", "H", "H", "H", "C", "O", "C", "O", "O", "C", "H", "H", "H", "H", "H", "H", "C", "C", "O", "C", "O", "O", "F", "H", "H", "H", "C", "C", "O", "C", "O", "O", "F", "H", "H", "H", "C", "C", "O", "C", "O", "O", "F", "H", "H", "H", "C", "Cl", "Cl", "H", "H"], "xyz": [[-1.709, 3.000, 1.268], [-0.427, 1.288, -0.241], [-1.164, 2.561, -0.564], [0.978, 1.400, -0.550], [-0.634, 1.323, 1.242], [-1.097, 0.167, -0.881], [-4.450, 2.682, -1.333], [-4.460, 1.319, -0.933], [-4.007, 1.035, 0.251], [-3.483, 1.802, 1.042], [-4.145, -0.251, 0.441], [-3.485, -0.784, 1.589], [-3.433, 3.082, -1.366], [-5.038, 3.342, -0.696], [-4.805, 2.761, -2.356], [-2.403, -0.637, 1.525], [-3.611, -1.864, 1.569], [-3.817, -0.367, 2.538], [2.406, 0.299, 2.047], [3.819, 0.192, 1.908], [4.301, -1.034, 1.930], [3.664, -2.043, 2.077], [5.613, -0.955, 1.771], [6.345, -2.114, 1.483], [2.172, 0.052, 3.089], [1.884, -0.513, 1.545], [2.039, 1.295, 1.854], [7.372, -1.928, 1.164], [5.899, -2.658, 0.649], [6.492, -2.797, 2.322], [-0.764, -0.108, 4.085], [-1.174, 0.083, 5.436], [-2.474, 0.071, 5.688], [-3.355, -0.032, 4.878], [-2.618, 0.245, 6.994], [-3.956, 0.040, 7.484], [-0.916, 0.814, 3.522], [-1.298, -0.953, 3.655], [0.302, -0.307, 4.137], [-4.584, 0.839, 7.085], [-3.880, 0.060, 8.563], [-4.399, -0.871, 7.085], [-1.626, 1.203, -4.229], [-0.629, 0.064, -4.113], [0.341, 0.420, -5.065], [-0.048, 1.464, -5.823], [0.636, 1.934, -6.663], [-1.242, 1.936, -5.391], [-1.210, -1.111, -4.498], [-1.596, 1.874, -3.365], [-2.656, 0.859, -4.304], [-0.193, 0.020, -3.116], [2.837, -0.525, -1.721], [3.110, 0.412, -2.883], [3.195, -0.452, -4.018], [3.380, -1.710, -3.560], [3.606, -2.649, -4.256], [3.432, -1.724, -2.210], [4.248, 1.140, -2.696], [1.759, -0.552, -1.574], [3.313, -0.228, -0.790], [2.315, 1.123, -3.110], [0.413, -2.476, -0.040], [-0.515, -2.709, -1.220], [-0.823, -4.082, -1.092], [-0.351, -4.603, 0.063], [-0.536, -5.708, 0.424], [0.316, -3.632, 0.768], [0.202, -2.487, -2.365], [0.212, -1.572, 0.536], [1.467, -2.388, -0.314], [-1.417, -2.103, -1.224], [1.257, 3.639, -2.918], [2.154, 3.565, -4.433], [0.538, 5.254, -2.753], [0.480, 2.881, -2.940], [1.928, 3.387, -2.103]], "atomic_forces_ev_per_a": [[-2.00, 2.50, 2.54], [1.27, -1.00, -1.57], [0.15, 1.18, -3.84], [-0.19, 0.02, -0.17], [1.43, -2.67, 2.15], [0.04, 0.30, 0.45], [0.64, 1.16, -0.45], [-0.55, 0.58, -0.41], [0.27, -1.47, -0.71], [-0.70, 0.68, 0.81], [-0.07, 0.24, 0.32], [0.98, -0.66, 0.67], [0.08, -0.28, 0.17], [-0.23, -0.35, 0.16], [-0.30, -0.42, 0.10], [-0.11, 0.35, -0.24], [-0.47, 0.09, -0.08], [-0.30, 0.05, -0.20], [-0.39, -1.20, 1.67], [-0.30, 1.18, -0.50], [0.20, -0.90, 0.10], [-0.15, -0.15, -0.11], [0.72, 1.02, 0.01], [0.59, -1.78, -0.51], [0.08, 0.31, 0.16], [0.10, 0.39, -0.72], [0.37, 0.04, -0.55], [-0.25, 1.03, 0.03], [-0.25, -0.07, 0.20], [-0.65, 0.16, 0.22], [-0.01, 0.16, 0.12], [0.33, -0.05, 0.26], [0.50, 0.38, 0.21], [-0.39, -0.18, -0.35], [-0.29, -0.49, 0.29], [-0.19, 0.53, -0.75], [-0.15, -0.25, -0.10], [0.06, 0.12, -0.18], [-0.04, -0.11, -0.03], [-0.03, 0.14, 0.38], [-0.11, -0.05, 0.01], [0.31, -0.25, 0.25], [-0.63, 0.59, 0.47], [-0.22, 0.72, -0.62], [0.27, -0.79, 0.67], [0.28, 0.52, 0.16], [-0.38, 0.06, -0.50], [0.00, -0.31, -0.09], [0.22, 0.03, 0.33], [0.24, -0.04, -0.01], [0.09, -0.19, -0.29], [0.04, -0.65, -0.17], [0.41, 0.53, -0.51], [-0.91, 0.55, -0.49], [0.01, 0.68, 1.10], [1.30, -0.79, -0.56], [-0.40, 0.28, 0.30], [-0.85, -0.45, 0.41], [0.31, -0.30, -0.27], [0.04, -0.60, -0.03], [0.12, 0.08, -0.11], [0.07, -0.08, 0.15], [0.87, 0.68, 0.64], [0.82, -0.39, 0.57], [-0.33, 0.36, -0.68], [0.37, 1.06, 0.43], [0.02, -0.50, 0.20], [-0.71, -0.84, -0.19], [-0.40, -0.13, -0.14], [-0.50, -0.23, 0.07], [-0.14, -0.10, -0.55], [0.01, -0.12, -0.27], [0.11, -0.20, -0.23], [0.16, -0.13, -0.04], [-0.06, -0.23, 0.39], [-0.20, 0.25, -0.04], [-0.02, 0.42, 0.11]], "mulliken_charge": [0.99, 1.70, -1.03, -0.64, -0.35, -0.39, -0.54, -0.33, 1.02, -0.66, -0.36, -0.19, 0.09, 0.30, 0.27, -0.23, 0.37, 0.28, -0.37, -0.37, 0.80, -0.56, -0.38, -0.67, 0.42, 0.00, 0.30, 0.27, 0.29, 0.30, -0.28, -0.36, 0.76, -0.59, -0.36, -0.65, 0.15, 0.27, 0.13, 0.29, 0.22, 0.31, -0.26, 1.69, -0.40, 0.55, -0.49, -0.38, -0.37, -0.04, 0.36, -0.66, 0.80, 1.37, -0.36, 0.50, -0.56, -0.40, -0.35, -0.58, 0.10, -0.63, 0.94, 0.96, -0.42, 0.42, -0.51, -0.44, -0.29, -0.68, -0.12, 0.05, 0.89, -0.15, -0.20, -0.77, 0.20], "homo_lumo_gap_ev": 6.83, "charge": 0, "energy_ev": -113814.110, "e_homo_ev": -10.7}



{"formula": "C19H29F3MgO12S", "method": "ωB97M-V/def2-TZVPD", "species": ["Mg", "C", "C", "O", "H", "H", "H", "H", "H", "C", "F", "F", "F", "S", "O", "O", "O", "O", "C", "O", "C", "C", "C", "H", "H", "H", "H", "H", "H", "O", "C", "O", "C", "C", "C", "H", "H", "H", "H", "H", "H", "O", "C", "O", "C", "C", "C", "H", "H", "H", "H", "H", "H", "O", "C", "O", "C", "C", "C", "H", "H", "H", "H", "H", "H"], "xyz": [[-0.486, -0.409, -0.733], [-1.783, -6.468, -0.474], [-1.694, -5.046, 0.244], [-1.463, -3.960, -0.598], [-2.348, -6.369, -1.401], [-2.163, -7.207, 0.232], [-0.844, -6.800, -0.915], [-1.176, -5.123, 1.200], [-2.650, -4.866, 0.735], [-6.300, 0.911, -2.999], [-6.245, 2.055, -2.419], [-6.609, -0.062, -2.052], [-7.273, 0.941, -3.936], [-4.567, 0.637, -3.826], [-4.717, -0.636, -4.443], [-4.443, 1.885, -4.615], [-3.517, 0.497, -2.753], [2.288, -0.632, 2.307], [2.827, -0.741, 3.443], [2.863, -1.934, 4.019], [3.238, -1.847, 5.408], [3.886, -0.512, 5.500], [3.401, 0.363, 4.291], [4.065, -2.530, 5.599], [2.394, -1.942, 6.091], [4.934, -0.732, 5.295], [3.910, -0.136, 6.523], [4.189, 0.962, 3.835], [2.592, 1.043, 4.557], [-2.485, 0.510, 3.070], [-2.749, 0.382, 4.271], [-1.816, 0.320, 5.148], [-2.355, 0.328, 6.491], [-3.806, 0.680, 6.278], [-4.128, 0.158, 4.846], [-1.935, 1.152, 7.068], [-2.155, -0.591, 7.042], [-3.835, 1.769, 6.275], [-4.435, 0.223, 7.042], [-4.935, 0.757, 4.423], [-4.398, -0.897, 4.890], [1.311, -1.008, -4.307], [1.279, -1.153, -5.524], [1.512, -0.085, -6.326], [1.414, -0.443, -7.643], [1.330, -1.952, -7.685], [0.818, -2.399, -6.276], [2.081, 0.124, -8.292], [0.449, 0.004, -7.881], [2.336, -2.324, -7.879], [0.518, -2.296, -8.326], [1.232, -3.386, -6.069], [-0.254, -2.408, -6.075], [1.542, 3.351, -0.991], [2.485, 4.165, -0.943], [2.580, 5.019, 0.015], [3.476, 6.022, -0.221], [4.426, 5.568, -1.301], [3.654, 4.317, -1.896], [3.919, 6.212, 0.756], [3.019, 6.993, -0.412], [5.325, 5.214, -0.796], [4.536, 6.310, -2.092], [4.418, 3.540, -1.877], [3.320, 4.479, -2.921]], "atomic_forces_ev_per_a": [[-0.77, -0.81, -0.21], [0.60, 1.38, -0.69], [-1.44, 0.50, 0.35], [1.05, -0.71, 0.19], [-0.82, -0.01, 0.44], [-0.14, 0.13, -0.19], [0.51, 0.10, 0.70], [1.79, -0.01, -0.39], [-1.14, -0.30, -0.55], [1.40, -2.25, -0.78], [-0.48, 1.83, 1.31], [0.17, 1.12, -1.25], [0.38, -0.31, 0.65], [1.60, 1.41, 1.57], [-0.64, -0.80, -1.54], [-0.35, -2.09, 0.99], [-1.48, 0.98, -0.60], [1.88, -0.05, 3.44], [-2.21, 0.63, -4.69], [-0.27, -0.63, 0.68], [0.44, 0.21, -0.33], [1.75, 1.46, -0.17], [-0.30, -0.87, 1.71], [-0.82, -0.76, 0.08], [-0.16, -0.43, -0.40], [0.24, 0.34, -0.05], [-0.46, 0.49, -0.21], [-0.11, -0.36, -0.18], [-0.10, -0.02, -0.06], [-0.41, -0.07, 2.05], [-1.45, -0.57, -5.48], [2.01, 0.01, 2.57], [-0.12, 0.56, 0.28], [-0.75, -0.69, -0.13], [0.37, 1.05, 1.89], [0.63, -0.17, -0.23], [0.02, -0.24, -0.50], [-0.56, -0.05, 0.16], [-0.11, 0.43, 0.04], [0.34, -0.28, -0.45], [0.14, -0.01, -0.33], [0.05, -0.26, -1.60], [-0.05, 0.31, 3.44], [1.26, -0.64, 2.77], [-2.53, 0.69, -1.83], [-1.19, -0.64, -0.08], [1.56, 1.74, -0.92], [0.71, -0.61, 0.28], [-0.39, -0.28, -0.83], [-0.35, -0.62, -0.16], [0.84, 0.02, -0.96], [0.13, 0.46, 0.78], [-0.17, -0.10, -0.65], [2.48, 1.74, -0.04], [-2.33, -4.01, -1.71], [-2.00, 0.12, 1.70], [1.55, 2.44, 1.14], [-0.95, -0.98, -0.50], [1.16, 1.24, 0.25], [0.63, -0.11, -0.09], [-0.66, -0.22, -0.53], [0.31, 0.34, -0.65], [0.62, 0.01, 0.39], [-0.82, -0.63, -0.06], [-0.07, -0.13, 0.13]], "mulliken_charge": [1.37, -0.93, -0.28, -0.51, 0.30, 0.30, 0.28, 0.30, 0.25, 0.56, -0.21, -0.24, -0.22, 1.06, -0.63, -0.64, -0.69, -0.69, 0.50, -0.32, -0.31, -0.62, -0.29, 0.28, 0.26, 0.23, 0.43, 0.29, 0.22, -0.67, 0.51, -0.29, -0.40, -0.59, -0.36, 0.27, 0.32, 0.29, 0.34, 0.28, 0.28, -0.66, 0.44, -0.31, -0.45, -0.44, -0.34, 0.33, 0.26, 0.31, 0.29, 0.28, 0.29, -0.67, 0.55, -0.33, -0.41, -0.43, -0.35, 0.28, 0.25, 0.28, 0.28, 0.24, 0.30], "homo_lumo_gap_ev": 3.47, "charge": 0, "energy_ev": -69166.960, "e_homo_ev": -7.7}



{"formula": "C19H29FIN7O2P", "method": "ωB97M-V/def2-TZVPD", "species": ["C", "C", "C", "C", "N", "N", "C", "C", "C", "P", "O", "O", "C", "F", "C", "I", "H", "H", "H", "H", "H", "H", "H", "H", "H", "H", "H", "H", "H", "H", "C", "C", "N", "H", "H", "H", "C", "C", "N", "H", "H", "H", "C", "C", "N", "H", "H", "H", "C", "C", "N", "H", "H", "H", "C", "C", "N", "H", "H", "H"], "xyz": [[2.847, 0.751, 0.859], [2.740, 0.649, -0.703], [1.618, 1.526, -1.328], [2.020, 3.024, -1.012], [0.256, 1.257, -0.735], [-0.103, 2.137, 0.176], [-1.299, 1.859, 0.664], [-1.764, 2.817, 1.781], [-2.201, 0.810, 0.305], [-3.888, 0.640, 1.115], [-4.774, -0.196, -0.047], [-4.661, 2.116, 1.209], [-1.734, -0.097, -0.691], [-2.415, -1.119, -1.121], [-0.424, 0.204, -1.163], [0.356, -1.169, -2.619], [2.116, 1.470, 1.266], [2.689, -0.202, 1.374], [3.851, 1.136, 1.132], [3.691, 1.040, -1.119], [2.718, -0.422, -0.970], [1.593, 1.506, -2.433], [2.916, 3.216, -1.636], [1.219, 3.662, -1.429], [2.218, 3.201, 0.054], [-0.891, 3.281, 2.285], [-2.338, 3.660, 1.344], [-2.333, 2.293, 2.570], [-4.890, 0.449, -0.770], [-5.081, 2.287, 0.347], [1.511, 2.322, 4.575], [1.743, 3.273, 3.477], [1.923, 4.006, 2.617], [2.463, 1.955, 4.958], [0.969, 2.810, 5.384], [0.927, 1.481, 4.208], [-0.573, -2.047, 2.041], [0.202, -0.826, 2.335], [0.816, 0.114, 2.564], [-1.079, -1.944, 1.084], [0.095, -2.906, 2.000], [-1.315, -2.209, 2.821], [-6.687, 2.714, 4.526], [-5.571, 2.075, 5.245], [-4.703, 1.579, 5.800], [-7.456, 1.975, 4.306], [-7.117, 3.504, 5.139], [-6.326, 3.142, 3.592], [1.861, -3.729, -6.052], [2.699, -2.547, -5.780], [3.359, -1.634, -5.583], [1.324, -3.594, -6.990], [2.487, -4.615, -6.124], [1.143, -3.868, -5.246], [4.121, -7.390, -5.285], [3.392, -6.639, -4.246], [2.830, -6.057, -3.438], [4.339, -6.737, -6.129], [5.056, -7.769, -4.877], [3.515, -8.227, -5.628]], "atomic_forces_ev_per_a": [[0.42, 0.73, -0.45], [0.40, -0.44, 0.47], [1.83, 1.81, 0.68], [-0.46, -0.75, -1.09], [1.67, -0.30, -1.45], [-1.61, -1.56, -0.11], [-1.35, 1.29, 2.20], [0.76, 0.22, -0.13], [0.25, -0.15, -2.45], [-0.96, -1.26, 1.40], [1.09, 2.01, 0.56], [0.77, -1.19, -1.35], [0.93, 2.90, 2.00], [0.16, -0.14, -0.21], [-0.69, -1.87, -0.86], [-0.33, 0.76, 0.66], [0.48, -0.38, -0.18], [0.19, 0.31, -0.42], [-0.58, -0.27, -0.11], [-0.68, -0.22, -0.05], [-0.25, 0.54, -0.18], [-0.43, -0.66, 0.64], [-0.38, -0.11, 0.53], [0.41, 0.02, 0.57], [-0.17, 0.14, -0.52], [-0.31, -0.39, -0.50], [0.05, -0.63, 0.31], [0.02, 0.25, -0.55], [-0.28, -0.77, -0.33], [-0.03, 0.52, 0.36], [-0.05, 0.34, -0.04], [-0.12, -0.69, 0.79], [0.00, 0.29, -0.50], [0.00, 0.03, -0.04], [0.08, 0.07, -0.02], [0.12, 0.15, 0.06], [0.27, 0.32, 0.18], [-0.55, -0.84, -0.12], [-0.64, -0.09, 0.29], [0.01, -0.07, 0.02], [0.00, 0.03, 0.00], [0.02, 0.03, -0.01], [0.28, -0.16, 0.21], [-0.78, 0.45, -0.52], [0.48, -0.25, 0.20], [0.02, 0.01, 0.02], [0.02, -0.03, 0.00], [0.01, -0.02, 0.03], [0.18, 0.38, 0.01], [-0.54, -0.86, -0.24], [0.21, 0.48, 0.21], [0.03, 0.04, 0.02], [-0.02, 0.03, 0.06], [0.05, -0.08, 0.00], [-0.22, 0.19, 0.30], [0.54, -0.56, -0.69], [-0.32, 0.36, 0.32], [0.01, -0.01, 0.03], [-0.02, 0.03, 0.00], [0.01, 0.02, 0.02]], "mulliken_charge": [-0.58, -0.15, -0.73, -1.38, 0.78, -0.51, -0.13, -1.26, 0.93, 0.23, -0.48, -0.40, 0.29, -0.34, 0.15, 0.24, -0.20, 0.29, 0.28, 0.47, 0.15, 0.50, 0.45, 0.41, 0.29, 0.26, 0.27, 0.46, 0.32, 0.30, -0.73, 0.45, -0.44, 0.34, 0.35, 0.09, -0.88, 0.45, -0.38, 0.11, 0.36, 0.31, -0.67, 0.32, -0.39, 0.26, 0.31, 0.17, -0.42, 0.30, -0.37, 0.29, -0.03, 0.23, -0.78, 0.32, -0.36, 0.29, 0.30, 0.27], "homo_lumo_gap_ev": 8.09, "charge": 1, "energy_ev": -54797.127, "e_homo_ev": -12.6}



- Among the records above, which one has the highest charge?
  C19H29FIN7O2P



- Which formula does entry 2 have?
  C19H29F3MgO12S



- What is the charge in the first record?
  0